[1]
Density functional theory data (ωB97M-V/def2-TZVPD) for C8H10NO5PS in the gas phase.

Computed properties:
highest occupied orbital energy: -9.60 eV
E_LUMO: -0.48 eV
orbital gap: 9.12 eV
structure (SMILES): COP(=S)(OC)Oc1ccc([N+](=O)[O-])cc1
energy above the lowest of the compared OMol25 structures with the same formula, charge and spin: 0.64 kJ/mol

Each line ends with the Löwdin charge.
Cartesian coordinates (Å):
C: 3.103 1.246 1.753  -0.11
H: 4.093 1.291 1.302  0.09
H: 2.979 0.302 2.288  0.09
H: 2.970 2.077 2.449  0.05
O: 2.167 1.333 0.687  -0.28
P: 0.701 1.924 0.934  0.20
S: 0.472 3.240 2.332  0.38
O: 0.393 2.354 -0.574  -0.28
C: -0.465 3.447 -0.870  -0.11
H: -0.513 4.138 -0.023  0.04
H: -1.467 3.084 -1.101  0.09
H: -0.047 3.955 -1.739  0.09
O: -0.243 0.625 1.199  -0.15
C: -0.439 -0.436 0.360  -0.27
C: 0.310 -0.641 -0.793  0.00
C: 0.046 -1.737 -1.589  0.02
C: -0.962 -2.622 -1.229  -0.16
C: -1.709 -2.425 -0.071  0.02
C: -1.447 -1.331 0.723  0.02
H: -2.007 -1.146 1.626  0.13
H: -2.482 -3.132 0.186  0.12
N: -1.238 -3.761 -2.067  -0.37
O: -2.141 -4.497 -1.732  0.08
O: -0.551 -3.913 -3.054  0.08
H: 0.611 -1.918 -2.493  0.12
H: 1.087 0.061 -1.058  0.11

***

[2]
Density functional theory data (ωB97M-V/def2-TZVPD) for C8H10O in the gas phase.

Computed properties:
highest occupied orbital energy: -6.80 eV
E_LUMO: 0.91 eV
orbital gap: 7.72 eV
energy above the lowest of the compared OMol25 structures with the same formula, charge and spin: 1000.67 kJ/mol

Each line ends with the Löwdin charge.
Cartesian coordinates (Å):
C: 2.758 -0.107 0.142  -0.12
C: 1.275 0.099 0.550  -0.33
C: 0.546 0.894 -0.546  -0.03
C: -2.203 1.047 0.437  -0.11
C: -2.239 -1.060 -0.103  -0.16
C: 0.534 -0.796 -0.293  -0.12
C: -0.888 -0.712 0.209  -0.27
C: -0.947 0.745 -0.408  -0.22
H: 3.679 0.610 0.567  0.11
H: 3.080 -0.115 -0.925  0.07
H: 3.230 -1.089 0.658  0.10
H: 1.079 0.340 1.677  0.18
H: 1.116 1.665 -1.170  0.15
H: -2.922 2.040 0.560  0.14
H: -3.092 -1.859 -0.610  0.20
H: 0.467 -1.840 -0.724  0.17
H: -0.946 -0.362 1.241  0.13
H: -1.550 0.572 -1.427  0.18
O: -2.976 -0.070 0.164  -0.08

***

[3]
Density functional theory data (ωB97M-V/def2-TZVPD) for 2 unconnected molecules or ions with the total composition C8H10O2.

Computed properties:
highest occupied orbital energy: -9.12 eV
E_LUMO: 0.57 eV
orbital gap: 9.69 eV
structure (SMILES): c1ccccc1.CC(=O)O
energy above the lowest of the compared OMol25 structures with the same formula, charge and spin: 260.01 kJ/mol

Each line ends with the Löwdin charge.
Cartesian coordinates (Å):
C: -0.312 -0.916 2.778  -0.62
C: -0.816 -0.120 1.630  -0.02
C: -0.266 1.774 -1.449  -0.06
C: -0.955 0.574 -0.989  -0.08
C: -0.192 -0.609 -1.038  -0.23
C: 1.013 -0.758 -1.555  -0.10
C: 1.533 0.379 -2.205  -0.11
C: 0.963 1.601 -2.010  -0.14
H: -0.225 -2.497 3.617  0.17
H: -0.748 0.945 1.973  0.12
H: -0.233 -0.321 0.641  0.06
H: -1.877 -0.405 1.386  0.11
H: -0.704 2.762 -1.498  0.10
H: -2.007 0.528 -0.596  0.12
H: -0.706 -1.368 -0.569  0.09
H: 1.739 -1.748 -1.263  0.19
H: 2.471 0.281 -2.854  0.13
H: 1.514 2.522 -2.408  0.13
O: 0.358 -0.440 3.702  0.05
O: -0.549 -2.184 2.707  0.11

***

[4]
Density functional theory data (ωB97M-V/def2-TZVPD) for C8H10P2 in the gas phase.

Computed properties:
highest occupied orbital energy: -7.10 eV
E_LUMO: -0.30 eV
orbital gap: 6.80 eV
energy above the lowest of the compared OMol25 structures with the same formula, charge and spin: 73.25 kJ/mol

Each line ends with the Löwdin charge.
Cartesian coordinates (Å):
C: 2.235 0.996 0.111  -0.25
C: 1.383 1.552 -0.809  -0.20
C: -2.102 -1.326 -0.293  -0.23
C: -2.631 -0.148 -0.735  -0.36
C: 2.236 -0.390 0.329  -0.38
C: -0.942 0.098 1.255  -0.44
C: -0.864 -1.235 0.496  -0.46
C: 0.455 0.584 -1.357  -0.39
P: -1.787 1.201 0.053  0.96
P: 0.798 -1.009 -0.691  1.00
H: 2.696 1.706 0.708  0.08
H: 1.406 2.683 -1.044  0.13
H: -2.412 -2.328 -0.611  0.10
H: -3.565 -0.006 -1.251  0.04
H: 3.090 -0.994 0.016  0.08
H: 2.146 -0.574 1.369  0.08
H: -1.477 0.094 2.185  0.06
H: 0.134 0.417 1.389  0.06
H: -0.527 -2.151 0.989  0.09
H: -0.273 0.830 -2.108  0.02

***

[5]
Density functional theory data (ωB97M-V/def2-TZVPD) for C8H10S in the gas phase.

Computed properties:
highest occupied orbital energy: -8.09 eV
E_LUMO: 0.95 eV
orbital gap: 9.04 eV
structure (SMILES): SCC1=CC=C[C@@H]2C[C@H]12
energy above the lowest of the compared OMol25 structures with the same formula, charge and spin: 394.65 kJ/mol

Each line ends with the Löwdin charge.
Cartesian coordinates (Å):
C: -0.286 1.982 0.130  -0.11
C: 0.612 0.953 0.494  -0.12
C: -1.418 1.686 -0.531  -0.06
C: 0.441 -0.290 0.022  -0.15
C: -1.935 -0.578 0.444  -0.07
C: -1.835 0.254 -0.781  -0.16
C: -0.725 -0.886 -0.405  -0.17
C: 1.913 -1.447 0.311  -0.39
S: 3.478 -0.586 0.646  0.73
H: 0.085 2.973 0.321  0.10
H: 1.561 1.246 0.850  0.05
H: -2.036 2.376 -1.131  0.11
H: -1.621 0.075 1.197  0.10
H: -2.726 -1.246 0.576  0.10
H: -2.599 0.190 -1.522  0.11
H: -0.618 -1.671 -1.075  0.12
H: 2.042 -2.007 -0.533  0.01
H: 1.563 -1.816 1.220  0.02
H: 4.104 -1.207 -0.234  -0.22

***

[6]
Density functional theory data (ωB97M-V/def2-TZVPD) for a molecular structure, C8H11AgFI2N2O4.

Computed properties:
highest occupied orbital energy (alpha / beta): -8.86 / -8.42 eV
<S²>: 0.765
spin multiplicity: 2
E_LUMO (alpha / beta): -0.23 / -3.12 eV
orbital gap (alpha / beta): 8.64 / 5.29 eV
energy above the lowest of the compared OMol25 structures with the same formula, charge and spin: 0.00 kJ/mol

Each line ends with the Löwdin spin population.
Cartesian coordinates (Å):
Ag: 9.762 -5.136 3.118  0.11
I: 10.543 -7.686 3.812  0.39
I: 8.621 -4.214 5.542  0.50
C: 12.489 -1.374 3.564  0.00
N: 12.747 -2.819 3.359  0.00
O: 13.835 -3.137 2.925  0.00
O: 11.873 -3.585 3.689  0.00
H: 12.919 -0.848 2.719  0.00
H: 12.941 -1.095 4.508  0.00
H: 11.414 -1.233 3.586  0.00
C: 6.083 -7.543 2.134  0.00
N: 6.428 -6.113 2.030  0.00
O: 5.599 -5.371 1.568  0.00
O: 7.513 -5.767 2.467  -0.01
H: 6.943 -8.096 2.486  0.00
H: 5.757 -7.867 1.149  0.00
H: 5.240 -7.600 2.817  0.00
F: 11.479 -5.279 1.272  0.00
C: 11.949 -6.010 0.223  0.00
C: 13.019 -5.521 -0.478  0.00
C: 13.471 -6.245 -1.586  0.00
C: 12.819 -7.398 -1.979  0.00
C: 11.734 -7.854 -1.248  0.00
C: 11.272 -7.141 -0.147  0.00
H: 13.530 -4.623 -0.158  0.00
H: 14.307 -5.863 -2.157  0.00
H: 13.117 -7.957 -2.857  0.00
H: 11.250 -8.776 -1.539  0.00
H: 10.425 -7.490 0.429  0.00

***

[7]
Density functional theory data (ωB97M-V/def2-TZVPD) for a gas-phase ion, C8H11BN2O4S (charge -2).

Computed properties:
highest occupied orbital energy: 0.25 eV
E_LUMO: 5.05 eV
orbital gap: 4.80 eV
net charge: -2

Each line ends with the Löwdin charge.
Cartesian coordinates (Å):
O: -2.083 2.413 0.495  -0.18
C: -1.355 1.425 0.891  -0.58
O: -1.018 1.358 2.255  -0.30
B: -0.803 0.198 -0.071  -0.66
C: 0.143 0.858 -1.267  -0.25
C: 1.242 1.891 -0.732  -0.48
S: 2.092 1.404 0.846  0.93
C: 3.348 0.141 0.430  -0.51
N: 4.030 -0.506 1.524  -0.06
N: 4.895 -1.419 0.976  -0.05
C: 4.726 -1.333 -0.447  -0.16
O: 3.770 -0.337 -0.853  -0.06
C: -2.069 -0.519 -0.851  -0.12
C: -2.764 -1.657 0.232  -0.22
C: -3.578 -0.960 1.515  -0.03
O: -4.281 -1.678 0.273  -0.26
H: -0.166 -0.544 0.606  0.07
H: 0.577 0.037 -1.942  0.08
H: -0.598 1.450 -1.936  0.10
H: 2.073 1.940 -1.540  0.06
H: 0.829 2.964 -0.660  0.09
H: 5.272 -1.958 -1.230  0.11
H: -1.670 -1.158 -1.720  0.07
H: -2.913 0.192 -1.135  0.09
H: -2.151 -2.665 0.447  0.13
H: -3.731 0.164 1.543  0.10
H: -3.817 -1.700 2.350  0.08

***

[8]
Density functional theory data (ωB97M-V/def2-TZVPD) for a gas-phase ion, C8H11BNO3 (charge +1).

Computed properties:
highest occupied orbital energy: -13.61 eV
E_LUMO: -5.63 eV
orbital gap: 7.98 eV
structure (SMILES): C=C1C=[N+](C)C=C1C(=O)OB(C)O
net charge: +1
energy above the lowest of the compared OMol25 structures with the same formula, charge and spin: 0.00 kJ/mol

Each line ends with the Löwdin charge.
Cartesian coordinates (Å):
B: -2.840 -0.033 0.282  -0.51
C: 2.379 0.219 0.533  0.07
C: 1.039 0.696 0.722  -0.14
C: -1.026 0.728 -1.005  -0.45
C: 0.807 1.582 1.706  0.25
C: 1.240 -0.502 -1.333  0.06
C: 0.354 0.165 -0.529  0.01
C: -4.274 -0.834 0.219  0.02
C: 3.779 -0.980 -1.103  0.00
N: 2.465 -0.454 -0.633  -0.07
O: -0.963 1.869 -1.372  0.20
O: -2.015 -0.094 -0.880  0.22
O: -2.318 0.504 1.406  0.21
H: 3.168 0.402 1.122  0.12
H: -0.178 1.942 1.894  0.09
H: 1.519 1.712 2.499  0.10
H: 1.122 -0.964 -2.307  0.15
H: -2.988 0.726 2.035  0.11
H: -4.925 -0.420 -0.546  0.06
H: -4.845 -0.915 1.133  0.05
H: -4.049 -1.928 0.031  0.09
H: 3.780 -1.293 -2.239  0.14
H: 4.195 -1.890 -0.524  0.13
H: 4.572 -0.234 -1.112  0.09

***

[9]
Density functional theory data (ωB97M-V/def2-TZVPD) for 2 unconnected molecules or ions with the total composition C8H11BO2S.

Computed properties:
highest occupied orbital energy (alpha / beta): -8.28 / -8.07 eV
E_LUMO (alpha / beta): -0.21 / 0.25 eV
orbital gap (alpha / beta): 8.07 / 8.32 eV
energy above the lowest of the compared OMol25 structures with the same formula, charge and spin: 471.75 kJ/mol

Each line ends with the Löwdin charge.
Cartesian coordinates (Å):
B: -2.704 -0.763 0.786  -0.62
C: -1.455 -0.236 -0.074  -0.15
C: -0.306 -0.604 0.767  -0.20
C: 1.553 1.686 -3.469  -0.12
C: -1.458 0.373 -1.219  0.22
C: 0.976 -0.494 0.422  -0.12
C: 1.157 1.918 -2.249  -0.58
C: -0.831 -1.182 2.061  -0.12
C: 2.131 -0.879 1.287  -0.08
O: -2.241 -1.283 1.954  0.11
O: -3.995 -0.705 0.439  0.22
S: 1.608 2.994 -1.009  0.76
H: 2.457 2.104 -3.910  0.06
H: 1.002 1.019 -4.112  0.04
H: -2.188 0.703 -1.919  0.05
H: 1.208 -0.087 -0.554  0.08
H: -0.420 -2.182 2.258  0.13
H: -0.597 -0.532 2.918  0.14
H: 1.884 -1.724 1.927  0.07
H: 2.414 -0.048 1.936  0.08
H: 2.993 -1.136 0.679  0.07
H: -4.605 -1.070 1.080  0.11
H: 1.418 2.129 0.000  -0.15

***

[10]
Density functional theory data (ωB97M-V/def2-TZVPD) for a gas-phase ion, C8H11Cl2N2O2 (charge +1).

Computed properties:
highest occupied orbital energy: -13.64 eV
E_LUMO: -4.88 eV
orbital gap: 8.76 eV
structure (SMILES): CCc1c(Cl)[n+](=O)c(CC)c(Cl)n1O
net charge: +1
energy above the lowest of the compared OMol25 structures with the same formula, charge and spin: 0.00 kJ/mol

Each line ends with the Löwdin charge.
Cartesian coordinates (Å):
C: 1.274 0.452 0.428  -0.12
C: -0.802 -0.446 -1.135  -0.13
C: -0.338 -1.215 -0.013  -0.53
C: 0.708 1.322 -0.551  -0.47
C: 2.043 1.375 2.581  -0.04
C: -3.295 -0.818 -1.588  -0.06
C: 2.500 0.845 1.238  -0.16
C: -1.804 -0.920 -2.109  -0.17
N: 0.705 -0.732 0.701  -0.07
N: -0.362 0.875 -1.296  -0.18
O: -0.909 1.597 -2.123  0.06
O: 1.101 -1.447 1.767  0.12
Cl: -1.199 -2.584 0.365  0.95
Cl: 1.346 2.916 -0.747  0.85
H: 1.268 2.176 2.523  0.12
H: 2.916 1.656 3.023  0.06
H: 1.652 0.599 3.132  0.05
H: -3.793 -1.862 -1.759  0.11
H: -3.875 -0.098 -2.277  0.11
H: -3.409 -0.639 -0.558  0.04
H: 3.148 0.024 1.377  0.12
H: 3.070 1.522 0.667  0.08
H: -1.604 -0.373 -3.009  0.12
H: -1.683 -1.930 -2.164  0.06
H: 1.340 -2.295 1.526  0.10

***

[11]
Density functional theory data (ωB97M-V/def2-TZVPD) for 2 unconnected molecules or ions with the total composition C8H11Cl2O2P.

Computed properties:
highest occupied orbital energy (alpha / beta): -8.50 / -8.24 eV
E_LUMO (alpha / beta): -1.20 / -1.78 eV
orbital gap (alpha / beta): 7.30 / 6.46 eV
energy above the lowest of the compared OMol25 structures with the same formula, charge and spin: 329.54 kJ/mol

Each line ends with the Löwdin charge.
Cartesian coordinates (Å):
C: -2.291 1.852 -1.309  0.02
C: -1.749 -0.774 2.986  0.03
C: -2.749 0.754 -0.824  -0.32
C: 2.718 -0.123 -0.287  -0.22
C: -1.203 -1.721 2.217  -0.32
C: 1.808 -1.093 -0.088  -0.74
C: 4.206 -0.182 -0.502  -0.09
C: -2.440 -0.598 -1.156  -0.58
O: 0.128 0.906 0.646  -0.35
O: -0.105 -1.604 1.439  -0.29
P: 0.054 -0.490 0.163  0.79
Cl: 2.135 -2.794 -0.352  0.62
Cl: -3.429 -1.805 -0.478  0.68
H: -2.475 2.851 -1.152  0.05
H: -1.524 1.867 -2.105  0.09
H: -2.465 -0.846 3.802  0.06
H: -1.179 0.145 3.120  0.06
H: -3.564 0.904 -0.102  0.11
H: 2.306 0.859 -0.327  0.08
H: -1.618 -2.714 2.149  0.10
H: 4.613 -1.090 -0.225  0.03
H: 4.411 0.017 -1.616  0.11
H: 4.797 0.582 -0.026  0.07
H: -1.933 -0.969 -1.979  0.03

***

The molar mass results, record by record, are as follows: 263.21, 122.17, 138.17, 168.12, 138.24, 579.86, 242.07, 179.99, 182.05, 238.09, 241.05 g/mol.
The strongest force on any atom results, record by record, are as follows: 0.0232, 0.1315, 0.0987, 0.0876, 0.1255, 0.0174, 0.1226, 0.1018, 0.0234, 0.0838, 0.1023 Eh/bohr.
The E results, record by record, are as follows: -40309.2896, -10495.2319, -12550.9665, -27032.2683, -19289.5432, -42557.1309, -31149.1773, -16777.2362, -24077.6794, -40582.9951, -46899.0877 eV.